No. 1
Entry from OMol25: a molecular structure, C3H2NP (wB97M-V/def2-TZVPD).

Element x y z (Å)
C  0.56807  -0.18838  1.22193
C  -0.63508  0.58815  -0.78443
C  0.21757  -0.41561  -0.11185
N  0.71988  -0.00584  2.34017
P  -1.64253  -0.74927  -0.68990
H  -0.52440  1.65961  -1.17177
H  1.29651  -0.88866  -0.80414

- Maximum force: 4.78 eV/A
- ΔE to the lowest compared entry with this formula, charge and spin: 18.9 kcal/mol
- Frontier orbital gap: 9.384 eV
- LUMO level: -0.700 eV

No. 2
Entry from OMol25: 2 unconnected molecules or ions with the total composition C19H21BrNO5P (wB97M-V/def2-TZVPD).

Element x y z (Å)
C  1.44022  -0.28995  5.03148
C  0.73366  -0.18902  3.63595
C  -0.24059  -1.18392  3.11603
C  -0.87233  -1.09843  1.77523
N  -1.80781  -2.10975  1.26024
C  -1.11820  -2.89828  0.57281
O  -0.44295  -3.59029  -0.07209
C  -0.55188  0.06579  0.87700
C  -1.14910  0.25564  -0.56444
C  -2.65496  0.77169  -0.59990
C  -3.15303  1.41217  0.75753
Br  -3.87329  -0.77064  -0.97739
C  0.41631  1.06443  1.38374
C  1.07352  0.95573  2.73789
C  2.12805  2.06236  3.14798
O  2.26460  2.47651  4.28030
C  2.97281  2.62890  1.93591
C  2.36659  2.73546  0.70250
P  3.23249  3.33834  -0.85312
C  4.72675  2.17265  -1.02144
O  2.27410  2.97602  -2.21076
C  0.84211  2.32698  0.53664
O  0.08652  2.97055  -0.15939
H  1.15174  -1.20234  5.62060
H  1.24849  0.60888  5.69195
H  2.55832  -0.29251  4.82751
H  -0.49214  -2.06168  3.77871
H  -1.13579  -0.77341  -1.04870
H  -0.49296  0.89375  -1.23094
H  -2.78907  1.54533  -1.40283
H  -2.37307  2.16121  1.08305
H  -3.36608  0.63128  1.55093
H  -4.11826  1.96512  0.56955
H  4.06016  2.90384  2.05992
H  5.70151  2.73588  -1.00221
H  4.64864  1.54513  -1.96292
H  4.69500  1.44568  -0.15468
H  2.82707  2.51039  -2.87181
C  -2.81396  -3.10047  -5.16807
C  -1.81706  -2.54681  -4.18275
O  -1.26391  -1.48413  -4.37426
C  -1.53420  -3.36514  -2.94967
H  -2.91822  -2.40809  -6.00441
H  -2.46471  -4.06174  -5.55045
H  -3.78690  -3.21744  -4.68662
H  -1.12759  -4.33803  -3.23335
H  -2.45090  -3.49328  -2.37014
H  -0.80094  -2.84626  -2.33405

- Maximum force: 3.56 eV/A
- Frontier orbital gap: 7.406 eV
- LUMO level: -1.062 eV

No. 3
Entry from OMol25: a molecular structure, C14H31F6ReS3Sb2Se2 (wB97M-V/def2-TZVPD).

Element x y z (Å)
Re  1.41066  1.52686  0.89875
C  3.34966  3.52006  -1.48146
Se  3.09850  3.35599  0.44676
C  1.95677  4.92432  0.74676
C  0.65234  4.85698  -0.00230
Se  -0.32126  3.17387  0.28351
C  -1.16034  3.59502  1.99350
H  3.64279  4.55072  -1.66971
H  2.44375  3.25604  -2.01776
H  4.16487  2.85560  -1.74894
H  2.54549  5.79365  0.45314
H  1.82368  4.95772  1.82852
H  0.79965  4.91905  -1.08007
H  -0.03209  5.65534  0.28509
H  -1.93156  4.33779  1.80852
H  -0.41948  3.96145  2.69791
H  -1.60229  2.67317  2.36374
S  3.75264  -2.72260  0.16994
C  4.12417  -1.31787  -0.35898
S  4.49922  0.08710  -0.89616
S  0.93730  0.22298  -0.93315
C  0.29752  -2.26781  -3.48474
C  0.12886  -2.86049  -2.08865
C  -0.63690  -4.17990  -2.10789
Sb  -0.77869  -1.42100  -0.79794
C  -2.51888  -0.51401  -1.65349
C  -3.47474  -1.55292  -2.23045
C  -3.17797  0.40222  -0.62798
C  -1.12282  -2.21688  1.16380
C  0.08331  -3.04944  1.58790
C  -2.42444  -3.01669  1.14462
H  0.87081  -2.96535  -4.09686
H  0.83410  -1.31802  -3.48176
H  -0.66694  -2.12339  -3.97497
H  1.10857  -3.00377  -1.62335
H  -1.62910  -4.06842  -2.54676
H  -0.74228  -4.62921  -1.12024
H  -0.08714  -4.88896  -2.72898
H  -2.09539  0.08790  -2.46226
H  -3.88325  -2.20847  -1.46068
H  -3.00639  -2.16925  -2.99769
H  -4.31506  -1.03537  -2.69575
H  -3.57655  -0.15568  0.22120
H  -4.01484  0.92589  -1.09256
H  -2.48580  1.15908  -0.24975
H  -1.22331  -1.35346  1.81879
H  0.15225  -3.97465  1.01294
H  -0.02023  -3.32674  2.63812
H  1.02455  -2.50581  1.48259
H  -2.36410  -3.87619  0.47492
H  -3.28705  -2.41373  0.86067
H  -2.61516  -3.40342  2.14731
F  0.40392  0.20248  2.34131
Sb  1.75118  0.46025  3.80637
F  1.53619  2.27075  2.93083
F  2.85040  0.35017  2.17234
F  3.10428  1.08701  4.88134
F  1.92647  -1.35807  4.08325
F  0.34012  0.72814  4.96685

- Maximum force: 0.60 eV/A
- Total charge: +2
- <S²>: 2.02
- ΔE to the lowest compared entry with this formula, charge and spin: 5.8 kcal/mol
- Frontier orbital gap (alpha / beta): 7.880 / 6.970 eV
- LUMO level (alpha / beta): -6.626 / -7.467 eV
- Spin multiplicity: 3

No. 4
Entry from OMol25: 9 unconnected molecules or ions with the total composition C24H72N6O9 (wB97M-V/def2-TZVPD).

Element x y z (Å)
O  -2.96214  -0.37475  -0.89186
H  -2.97037  -0.87113  -1.71026
H  -3.80803  0.07289  -0.87418
O  -0.16144  -0.76376  -0.07001
H  -1.09782  -0.56913  -0.03062
H  0.07311  -0.62974  -0.98830
O  2.70430  -1.56690  0.38972
H  1.82734  -1.26684  0.62877
H  3.25366  -1.31947  1.13350
C  2.98654  1.02373  -2.84434
C  4.17986  -0.00079  -2.95900
C  5.30545  0.12341  -1.87309
O  6.36343  1.01529  -2.40794
C  6.07062  2.33816  -2.92944
N  3.48595  -1.27704  -2.79550
H  2.46348  0.95711  -3.79831
H  3.25444  2.05481  -2.61363
H  2.19804  0.66529  -2.18261
H  4.73358  -0.15185  -3.88564
H  5.81010  -0.83851  -1.78297
H  4.89694  0.31091  -0.88009
H  5.59299  2.28713  -3.90789
H  6.94648  2.92760  -3.20059
H  5.36911  2.81403  -2.24422
H  4.13793  -2.01307  -2.56469
H  2.82867  -1.26590  -2.02871
C  -2.51165  1.21349  4.16844
C  -3.22206  0.74110  2.80363
C  -4.62867  1.24524  2.67951
O  -4.77746  2.58549  2.96411
C  -6.10545  2.92776  2.81873
N  -2.52112  1.30622  1.71173
H  -2.99176  0.73421  5.02161
H  -2.39788  2.28102  4.35690
H  -1.45327  0.95964  4.10953
H  -3.08188  -0.33291  2.68124
H  -5.17744  0.60314  3.36846
H  -5.05463  0.88137  1.74449
H  -6.17885  4.01492  2.84680
H  -6.64742  2.50893  3.66664
H  -6.42721  2.68791  1.80530
H  -3.03632  2.16644  1.59047
H  -2.85580  0.77395  0.92130
C  -1.03803  3.43584  -0.65460
C  -0.01742  2.90616  -1.66069
C  -0.61721  2.57550  -3.12056
O  0.32385  2.02619  -3.97790
C  -0.32817  1.67486  -5.23925
N  0.93951  3.97817  -1.85476
H  -1.40694  4.46148  -0.64804
H  -0.62465  3.24902  0.33652
H  -1.93903  2.82355  -0.69187
H  0.38033  1.98888  -1.22654
H  -1.14217  3.33910  -3.69452
H  -1.33249  1.79274  -2.86801
H  -0.95480  2.47787  -5.62732
H  -0.67258  0.64400  -5.15676
H  0.48094  1.65431  -5.96934
H  1.20199  4.26548  -0.92275
H  1.79477  3.64714  -2.27788
C  -2.04136  -4.10701  0.54288
C  -1.25610  -4.19956  1.79846
C  0.27433  -3.97372  1.63921
O  0.81277  -4.33203  2.83785
C  2.13501  -3.83936  2.93767
N  -1.89580  -3.26963  2.70151
H  -1.55124  -4.76934  -0.17070
H  -1.86480  -3.15773  0.03710
H  -3.07363  -4.45595  0.57073
H  -1.45679  -5.20106  2.17902
H  0.46351  -2.91387  1.46877
H  0.69421  -4.46202  0.75980
H  2.74857  -4.29220  3.71651
H  2.17404  -2.75746  3.06439
H  2.63176  -3.95622  1.97450
H  -1.37769  -2.41390  2.56221
H  -1.85749  -3.45656  3.69332
C  2.31743  3.69646  4.28995
C  1.57917  2.41345  4.38751
C  2.41948  1.21684  3.91668
O  2.72758  1.18591  2.53790
C  1.60677  1.16194  1.66046
N  1.15008  2.09784  5.71114
H  1.76359  4.63526  4.28814
H  2.93656  3.59998  3.39805
H  3.14045  3.73731  5.00345
H  0.68966  2.51204  3.76529
H  1.83734  0.30982  4.07958
H  3.34581  1.03217  4.46063
H  1.10719  2.13067  1.67031
H  0.90128  0.36442  1.89357
H  2.03079  1.02743  0.66537
H  1.86860  2.36944  6.36693
H  0.47765  2.79780  5.99042
C  -0.20251  -1.45353  -3.66536
C  -0.47349  -2.87564  -2.99791
C  -1.95901  -3.45951  -3.11337
O  -2.81164  -2.40928  -2.59055
C  -4.19812  -2.82005  -2.71011
N  0.36132  -3.90950  -3.49780
H  -0.48038  -1.51655  -4.71746
H  0.85551  -1.20395  -3.58521
H  -0.82511  -0.73999  -3.12562
H  -0.33410  -2.71013  -1.92960
H  -2.12885  -4.39519  -2.58069
H  -2.10726  -3.82910  -4.12803
H  -4.77653  -1.91428  -2.52813
H  -4.49698  -3.50774  -1.91900
H  -4.31473  -3.13904  -3.74584
H  -0.16009  -4.76958  -3.40572
H  1.13197  -3.99783  -2.85096

- Maximum force: 3.64 eV/A
- Total charge: +1
- <S²>: 0.76
- ΔE to the lowest compared entry with this formula, charge and spin: 48.2 kcal/mol
- Frontier orbital gap (alpha / beta): 8.551 / 2.899 eV
- LUMO level (alpha / beta): -2.328 / -7.980 eV
- Spin multiplicity: 2

Number 1: electronic energy -13918.56839 eV. Number 2: electronic energy -111099.32687 eV. Number 3: electronic energy -209717.23235 eV. Number 4: electronic energy -53409.21002 eV.